Here is C48H54BN9P2PbS2Se2 as an isolated structure from the OMol25 dataset. Energies are from ωB97M-V with the def2-TZVPD basis set.

```
119
Properties=species:S:1:pos:R:3:forces:R:3
Pb 0.2137 -0.3231 0.5656 0.3 -0.1 0.4
C -3.7503 0.2665 3.7849 0.0 0.0 0.0
C -2.4891 0.1142 3.2298 0.1 0.0 0.0
N -2.2984 -0.5751 2.1125 0.0 -0.1 0.1
C -3.3647 -1.1245 1.5377 0.0 -0.1 -0.1
C -4.6314 -0.9530 2.0983 0.0 0.0 0.0
N -4.8275 -0.2635 3.2142 0.0 0.0 0.0
C -3.1391 -1.9118 0.2890 0.1 -0.2 0.1
C -4.1882 -2.2168 -0.5673 0.0 -0.1 0.0
C -3.9186 -2.8980 -1.7464 0.0 0.0 0.0
C -2.6125 -3.2932 -1.9870 0.0 0.0 0.0
C -1.6210 -2.9685 -1.0706 0.0 0.0 -0.1
N -1.8790 -2.2677 0.0333 -0.1 -0.1 0.1
C -0.2032 -3.3615 -1.3181 0.0 0.1 0.1
C 0.1386 -4.2828 -2.3012 0.0 -0.1 -0.1
N 1.3943 -4.6554 -2.5270 0.0 0.0 0.0
C 2.3233 -4.0959 -1.7660 0.0 0.0 0.0
C 2.0035 -3.1568 -0.7923 0.0 -0.1 0.1
N 0.7479 -2.7947 -0.5683 -0.1 0.0 -0.1
C -4.9782 -3.1693 -2.7445 0.0 0.0 0.0
C -6.2514 -3.5761 -2.3631 0.0 0.0 0.0
C -7.1954 -3.8247 -3.3468 0.0 0.0 0.0
N -6.9571 -3.6891 -4.6489 0.0 0.0 0.0
C -5.7377 -3.2892 -5.0046 0.0 0.0 0.0
C -4.7196 -3.0206 -4.1024 0.0 0.0 0.0
H -3.8969 0.8228 4.7026 0.0 0.0 0.0
H -1.6132 0.5613 3.6881 0.0 0.0 0.0
H -5.5151 -1.3870 1.6474 0.0 0.0 0.0
H -5.1909 -1.8621 -0.3731 0.0 0.0 0.0
H -2.3758 -3.8106 -2.9038 0.0 0.0 0.0
H -0.6104 -4.7384 -2.9357 0.0 0.0 0.1
H 3.3528 -4.3912 -1.9269 0.0 0.0 0.0
H 2.7650 -2.7119 -0.1648 0.1 0.1 0.0
H -6.5014 -3.7240 -1.3200 0.0 0.0 0.0
H -8.1924 -4.1533 -3.0744 0.0 0.0 0.0
H -5.5638 -3.1733 -6.0683 0.0 0.0 0.0
H -3.7541 -2.6697 -4.4500 0.0 0.0 0.0
C 2.2470 3.2300 2.3925 0.0 -0.1 0.0
C 2.1843 2.1049 3.3694 0.0 -0.1 0.0
N 1.5515 0.9803 3.1979 -0.1 0.0 0.0
C 1.7025 0.1508 4.2926 0.0 0.0 0.0
C 2.4439 0.6736 5.3043 0.1 0.0 0.0
S 3.0020 2.2282 4.8833 0.0 0.0 0.0
C 1.1205 -1.2007 4.3399 0.0 0.0 0.0
C 0.9559 -1.9041 5.4951 -0.1 0.0 0.0
S 0.3683 -3.4664 5.1524 0.1 0.0 0.0
C 0.3661 -3.0881 3.4704 0.0 0.0 0.1
N 0.7640 -1.8845 3.1951 0.0 0.2 0.0
C -0.0614 -4.1058 2.4679 0.0 0.0 -0.1
H 1.7580 2.9305 1.4706 0.0 0.0 -0.1
H 3.2832 3.4714 2.1537 0.1 0.0 0.0
H 1.7723 4.1252 2.7990 0.0 0.0 0.0
H 2.7273 0.2095 6.2340 0.0 0.0 0.0
H 1.1502 -1.5836 6.5052 0.0 0.0 0.0
H -0.0508 -5.1051 2.9010 0.0 0.0 0.0
H 0.6115 -4.0784 1.6125 0.0 0.0 0.0
H -1.0662 -3.8846 2.1084 0.0 0.0 0.0
Se 4.0632 -1.4155 2.1076 -0.1 0.0 -0.1
P 4.3938 -0.1404 0.4393 -0.1 0.0 0.0
Se 2.6734 0.7017 -0.6316 0.1 0.1 -0.1
C 5.4059 -0.9875 -0.8240 0.0 0.0 0.0
C 6.7222 -1.3076 -0.4900 0.0 0.0 0.0
C 7.5224 -1.9925 -1.3877 0.0 0.0 0.0
C 7.0128 -2.3741 -2.6239 0.0 0.0 0.0
C 5.7039 -2.0646 -2.9571 0.0 0.0 0.0
C 4.9008 -1.3678 -2.0609 0.0 0.0 0.0
C 5.4432 1.2815 0.8914 0.0 0.0 0.0
C 5.6986 1.5787 2.2227 0.0 0.0 0.0
C 6.4734 2.6849 2.5523 0.0 0.0 0.0
C 6.9995 3.4876 1.5521 0.0 0.0 0.0
C 6.7520 3.1864 0.2169 0.0 0.0 0.0
C 5.9760 2.0884 -0.1133 -0.1 0.0 0.0
H 7.1134 -1.0278 0.4813 0.0 0.0 0.0
H 8.5439 -2.2332 -1.1225 0.0 0.0 0.0
H 7.6395 -2.9087 -3.3264 0.0 0.0 0.0
H 5.3030 -2.3572 -3.9195 0.0 0.0 0.0
H 3.8852 -1.1059 -2.3292 0.0 0.0 0.0
H 5.2987 0.9300 2.9932 0.0 0.0 0.0
H 6.6684 2.9125 3.5929 0.0 0.0 0.0
H 7.6090 4.3452 1.8078 0.0 0.0 0.0
H 7.1677 3.8077 -0.5661 0.0 0.0 0.0
H 5.7723 1.8596 -1.1532 0.0 0.0 0.0
B -1.1499 -0.8624 -4.3626 0.0 0.0 0.0
C -0.7230 -0.5380 -2.8804 0.0 0.0 0.0
N -0.4509 -0.3275 -1.7759 0.1 0.0 -0.3
H -0.2601 -0.5186 -5.1043 0.0 0.0 0.0
H -1.3209 -2.0678 -4.4097 0.0 -0.1 0.0
H -2.1861 -0.2624 -4.5722 0.0 0.0 0.0
C -1.6786 5.2288 0.5116 0.0 0.0 0.0
C -1.0975 3.8605 0.8762 0.0 0.0 0.1
C -1.3758 3.4871 2.3374 0.0 0.0 0.0
P -1.4751 2.3667 -0.1548 -0.1 0.0 -0.1
C -3.2642 1.9335 0.1240 0.0 0.0 0.0
C -4.3028 3.0475 0.2547 0.0 0.0 0.0
C -3.6835 0.9196 -0.9482 0.1 0.1 0.0
C -1.3245 2.8667 -1.9301 0.0 0.0 0.0
C 0.1073 3.3534 -2.1663 0.0 0.0 0.0
C -2.3457 3.8373 -2.5275 0.0 0.0 0.0
H -1.4353 5.9407 1.3053 0.0 0.0 0.0
H -2.7601 5.2229 0.3964 0.0 0.0 0.0
H -1.2424 5.6124 -0.4099 0.0 0.0 0.0
H -0.0136 3.9427 0.7590 0.0 0.0 0.1
H -2.4321 3.2661 2.5018 0.0 0.0 0.0
H -1.1112 4.3143 3.0001 0.0 0.0 0.0
H -0.8004 2.6087 2.6427 0.0 0.0 0.0
H -3.2400 1.3991 1.0818 0.0 0.2 -0.1
H -4.3422 3.6817 -0.6298 0.0 0.0 0.0
H -4.1204 3.6816 1.1208 0.0 0.0 0.0
H -5.2921 2.5988 0.3827 0.0 0.0 0.0
H -3.8636 1.4065 -1.9068 0.0 0.0 0.0
H -4.6121 0.4245 -0.6527 0.0 0.1 0.0
H -2.9237 0.1532 -1.1150 0.0 0.1 0.0
H -1.4326 1.9149 -2.4553 0.0 0.0 0.0
H 0.2755 4.3363 -1.7181 0.0 0.0 0.0
H 0.2986 3.4396 -3.2373 0.0 0.0 0.0
H 0.8467 2.6624 -1.7554 0.0 0.0 0.0
H -2.4082 4.7785 -1.9842 0.0 0.0 0.0
H -3.3440 3.4059 -2.5737 0.0 0.0 0.0
H -2.0497 4.0687 -3.5540 0.0 0.0 0.0
```
Forces are in eV/Å.

Output
* ΔE to the lowest compared entry with this formula, charge and spin: 0.0 kcal per mole
* net charge: 0
* E_HOMO: -7.397 eV
* total energy: -8854.08849 Ha
* strongest force on any atom: 0.0101 hartree/bohr


Here is a 2-piece molecular cluster, C22H24FSi overall at a distorted geometry from the OMol25 dataset. Energies are from ωB97M-V with the def2-TZVPD basis set.

```
48
Properties=species:S:1:pos:R:3:forces:R:3
C 1.7291 1.4378 1.0336 1.2 1.0 0.3
Si 0.1195 1.2976 1.9172 -1.1 -2.6 -3.0
C -0.0426 -0.1074 3.0900 0.0 -0.2 1.8
C -1.3534 1.3045 0.6484 0.7 0.1 0.7
C -1.4225 2.5229 1.5472 -1.2 0.9 -0.4
C -0.7661 3.7573 1.1733 -0.3 -0.9 0.5
C -0.8413 4.8470 2.0211 0.4 0.3 0.1
C -1.5318 4.7759 3.2322 -0.1 -0.1 -0.3
C -2.2272 3.6152 3.5775 0.1 -0.1 0.5
C -2.1928 2.4932 2.7712 0.8 0.1 -0.7
H 0.3623 -1.9508 0.0077 -0.2 0.2 0.3
H 2.1412 2.4272 1.2805 0.3 -0.2 -0.2
H 2.4688 0.7054 1.4023 -0.5 0.2 0.1
H 1.7469 1.3444 -0.0644 -0.6 0.1 0.4
H -0.1978 0.3162 4.0952 0.1 -0.4 0.0
H -0.8506 -0.8455 2.9408 0.1 0.7 -0.4
H 0.8848 -0.7041 3.1692 -0.2 0.5 -0.3
H -1.1482 1.5042 -0.4128 0.1 0.1 0.6
H -2.1694 0.5764 0.7642 0.4 0.4 0.2
H -0.2463 3.7903 0.2120 -0.1 0.1 0.4
H -0.3074 5.7576 1.7610 -0.2 -0.1 0.0
H -1.5424 5.6355 3.9033 0.0 -0.2 -0.2
H -2.7649 3.5729 4.5215 0.0 0.1 -0.2
H -2.7390 1.5766 3.0087 0.2 0.3 0.0
F 5.7932 -1.8941 -2.3952 -0.7 0.0 0.4
C 4.4832 -2.0107 -2.0310 0.1 -0.6 -0.2
C 4.1231 -2.9206 -1.0204 -0.5 0.9 -0.7
C 2.7569 -3.0633 -0.7438 1.0 0.1 -0.2
C 1.7715 -2.3655 -1.4533 0.6 0.3 0.0
C 0.3788 -2.5325 -0.9123 -0.2 -0.4 0.0
C -0.8571 -2.1877 -1.7094 0.0 0.3 1.0
C -1.9965 -2.9690 -1.4642 0.6 0.1 -0.6
C -3.1758 -2.6983 -2.1360 -0.4 0.2 0.2
C -3.2862 -1.5887 -2.9759 0.9 0.0 -0.1
C -2.1824 -0.7251 -3.0974 -0.5 -0.3 0.4
C -0.9859 -1.0018 -2.4257 -0.3 0.4 -0.6
C 2.1770 -1.4758 -2.4557 0.3 -0.1 0.2
C 3.5368 -1.3023 -2.7576 -0.3 0.0 0.1
H 4.8880 -3.4746 -0.4936 0.0 0.0 0.0
H 2.4780 -3.7322 0.0658 -0.1 0.0 -0.2
H 0.2903 -3.5745 -0.5766 -0.1 0.2 -0.1
H -1.9079 -3.8067 -0.7718 -0.1 0.1 -0.3
H -4.0364 -3.3336 -1.9491 0.0 0.1 -0.2
H -4.1833 -1.4275 -3.5656 0.1 0.1 0.2
H -2.2795 0.1937 -3.6661 0.0 -0.1 -0.1
H -0.1716 -0.2611 -2.4915 -0.6 -0.6 0.1
H 1.4511 -0.8834 -3.0124 0.4 -0.4 0.1
H 3.8258 -0.6148 -3.5620 0.1 -0.4 0.4
```
Forces are in eV/Å.

Output
* ΔE to the lowest compared entry with this formula, charge and spin: 0.5 kcal per mole
* net charge: +1
* E_HOMO: -10.966 eV
* total energy: -1241.79455 Ha
* strongest force on any atom: 0.0808 hartree/bohr


Here is a 2-piece molecular cluster, C15H32N4O5 overall at a distorted geometry from the OMol25 dataset. Energies are from ωB97M-V with the def2-TZVPD basis set.

```
56
Properties=species:S:1:pos:R:3:forces:R:3
C 1.0406 0.2730 -1.7308 -0.2 0.3 0.0
N 2.1499 0.8492 -2.5140 0.0 -0.2 0.8
C 3.3906 0.1772 -2.2984 0.1 0.0 -0.5
N 4.3148 0.8871 -1.2982 -0.2 0.1 -0.1
C 5.0908 2.0144 -1.9287 0.2 0.2 -0.1
C 4.6239 3.3736 -1.4509 0.1 -0.2 -0.1
O 5.0135 3.4915 -0.0925 -0.1 0.0 -0.1
C 4.1886 4.1834 0.7516 -0.2 0.1 0.1
O 4.5730 4.6320 1.7710 0.2 0.0 0.2
C 5.1593 -0.0841 -0.4915 0.5 -0.3 0.5
O 4.5633 -0.2480 0.7384 -0.3 0.4 -0.1
N 3.7891 -1.5726 0.7853 -0.2 -0.2 -0.5
O 2.7616 -1.4086 1.2334 0.1 -0.1 0.4
H 0.1482 0.8713 -1.8949 0.0 0.0 0.0
H 1.2253 0.2567 -0.6500 0.0 -0.1 0.0
H 0.8189 -0.7299 -2.0874 0.1 -0.1 0.0
H 2.2295 1.8295 -2.2720 -0.1 0.1 -0.5
H 3.9670 0.1062 -3.2226 0.2 0.0 0.1
H 3.2391 -0.8349 -1.9254 -0.2 0.0 0.0
H 3.6929 1.3083 -0.6004 0.1 -0.1 0.2
H 6.1361 1.9186 -1.6427 0.0 -0.1 0.0
H 5.0488 1.9424 -3.0131 -0.2 -0.1 0.0
H 3.5443 3.5190 -1.5704 0.0 0.0 0.0
H 5.1372 4.1235 -2.0547 -0.1 0.1 0.0
H 3.1382 4.2459 0.4155 0.1 0.0 -0.2
H 6.1512 0.3388 -0.3530 0.0 0.2 -0.1
H 5.2424 -1.0305 -1.0334 -0.1 0.1 -0.1
C -3.0171 -3.1133 1.7835 -0.1 0.0 -0.1
C -2.4648 -1.6831 1.6969 0.0 -0.9 0.2
C -3.1554 -0.7818 2.7215 -0.1 0.3 0.0
C -4.6132 -0.4947 2.3725 0.0 -0.1 -0.1
C -4.7356 0.0888 0.9656 0.1 0.1 0.3
C -4.0250 -0.7268 -0.1219 -0.5 -0.5 -0.5
N -2.6392 -1.1001 0.3245 -0.3 1.0 0.8
O -1.8009 -0.1554 0.1060 0.5 -0.1 -0.4
C -4.8438 -1.9727 -0.4875 0.1 -0.1 0.1
C -3.9201 0.1041 -1.3966 0.1 0.2 0.0
C -0.9732 -1.7837 1.9993 0.1 0.2 0.0
H -2.6326 -3.5839 2.6883 0.0 0.0 0.0
H -4.0986 -3.1640 1.8469 0.0 0.0 0.0
H -2.6925 -3.7090 0.9295 0.0 0.0 0.0
H -2.6115 0.1663 2.7845 0.0 0.0 -0.1
H -3.0815 -1.2527 3.7044 0.0 0.0 0.0
H -5.2176 -1.4002 2.4656 0.0 0.0 0.0
H -5.0231 0.2163 3.0911 0.0 0.0 0.0
H -5.7874 0.1817 0.6875 0.0 0.0 0.0
H -4.3224 1.1022 0.9701 0.1 0.0 0.0
H -4.2845 -2.6129 -1.1712 0.0 0.0 0.0
H -5.7578 -1.6601 -0.9916 0.0 0.0 0.0
H -5.1474 -2.5680 0.3671 0.0 0.0 0.0
H -3.4516 1.0685 -1.2176 0.0 0.0 0.0
H -4.9253 0.2809 -1.7797 0.0 0.0 0.0
H -3.3477 -0.4217 -2.1619 0.0 0.0 0.0
H -0.4655 -2.3916 1.2477 0.0 0.0 0.0
H -0.8442 -2.2603 2.9712 0.0 0.0 0.0
H -0.4985 -0.8058 2.0342 0.0 0.0 0.0
```
Forces are in eV/Å.

Output
* net charge: +1
* E_HOMO (spin up / spin down): -10.309 / -11.425 eV
* total energy: -1185.53338 Ha
* multiplicity: 2
* strongest force on any atom: 0.0259 hartree/bohr


Here is one molecule with the formula C5H6O2 from the OMol25 dataset. Energies are from ωB97M-V with the def2-TZVPD basis set.

```
13
Properties=species:S:1:pos:R:3:forces:R:3
C -0.9290 2.2544 -0.4833 0.2 -0.5 0.1
C -0.5154 1.1903 -0.1027 -0.2 0.5 -0.1
C -0.0339 -0.1138 0.3747 -0.1 0.1 0.1
C -1.1719 -1.0722 0.7643 -0.1 0.0 0.0
O 0.7124 -0.7725 -0.6758 0.1 0.0 0.0
C 1.9700 -0.3549 -0.8697 0.3 0.3 0.2
O 2.5350 0.5083 -0.2522 -0.3 -0.4 -0.3
H -1.2853 3.1993 -0.8318 0.1 -0.2 0.1
H 0.6540 0.0540 1.2095 -0.1 0.0 -0.1
H -2.1487 -0.5955 0.6520 0.2 -0.1 0.0
H -1.0646 -1.4127 1.7985 0.0 0.1 -0.2
H -1.1344 -1.9451 0.1061 0.0 0.2 0.1
H 2.4118 -0.9396 -1.6896 0.0 0.1 0.1
```
Forces are in eV/Å.

Output
* ΔE to the lowest compared entry with this formula, charge and spin: 45.6 kcal per mole
* net charge: 0
* E_HOMO: -10.374 eV
* total energy: -344.52923 Ha
* SMILES string: C#C[C@@H](C)OC=O
* strongest force on any atom: 0.0114 hartree/bohr


Here is a 2-piece molecular cluster, C3H9N3O overall from the OMol25 dataset. Energies are from ωB97M-V with the def2-TZVPD basis set.

```
16
Properties=species:S:1:pos:R:3:forces:R:3
C -2.0076 -1.3762 0.0578 0.0 0.0 -0.1
C -1.4806 -0.0375 0.4145 0.1 -0.3 0.0
N -1.4211 0.9166 -0.4454 -0.4 -0.6 -0.3
O -0.8964 2.0533 -0.2932 0.2 0.9 0.0
H -1.1831 -2.0907 -0.0012 0.0 0.0 0.0
H -2.5137 -1.3551 -0.9065 -0.1 -0.1 0.0
H -2.6987 -1.7389 0.8155 -0.1 0.0 0.0
H -1.0430 0.1363 1.3861 0.1 0.2 0.0
H -1.8457 0.7389 -1.3740 0.2 0.0 0.4
H 3.4878 -0.5938 0.7721 -0.1 0.1 0.0
N 2.9504 -0.8494 -0.0573 0.5 -0.7 0.1
C 2.0853 0.0125 -0.3806 -0.2 0.3 0.0
N 1.8121 1.2006 0.2150 0.0 0.4 0.2
H 1.4851 -0.1908 -1.2628 -0.2 0.1 -0.1
H 0.9880 1.7442 -0.0167 -0.1 -0.1 -0.1
H 2.2810 1.4299 1.0766 0.0 -0.1 -0.1
```
Forces are in eV/Å.

Output
* ΔE to the lowest compared entry with this formula, charge and spin: 70.4 kcal per mole
* net charge: 0
* E_HOMO: -8.881 eV
* total energy: -359.13229 Ha
* SMILES string: C/C=[NH+]/[O-].[H]/N=C\N
* strongest force on any atom: 0.0185 hartree/bohr


Here is an isolated ion of composition FHNO2S and charge -1 at a distorted geometry from the OMol25 dataset. Energies are from ωB97M-V with the def2-TZVPD basis set.

```
6
Properties=species:S:1:pos:R:3:forces:R:3
N 0.1488 1.2212 -0.2005 0.2 -0.8 0.4
O -0.5500 -1.3845 -0.4128 0.6 0.0 1.6
O 1.6829 -0.6801 0.4984 0.3 0.0 -0.2
F -0.8597 1.8814 0.6614 -0.3 0.2 -0.2
S 0.3061 -0.1856 0.6186 -0.5 -0.2 -0.2
H -0.7281 -0.8524 -1.1651 -0.4 0.8 -1.3
```
Forces are in eV/Å.

Output
* ΔE to the lowest compared entry with this formula, charge and spin: 64.2 kcal per mole
* net charge: -1
* E_HOMO: -3.904 eV
* total energy: -703.83802 Ha
* strongest force on any atom: 0.0335 hartree/bohr


Please write out number 4 again, unchanged.
Here is one molecule with the formula C5H6O2 from the OMol25 dataset. Energies are from ωB97M-V with the def2-TZVPD basis set.

```
13
Properties=species:S:1:pos:R:3:forces:R:3
C -0.9290 2.2544 -0.4833 0.2 -0.5 0.1
C -0.5154 1.1903 -0.1027 -0.2 0.5 -0.1
C -0.0339 -0.1138 0.3747 -0.1 0.1 0.1
C -1.1719 -1.0722 0.7643 -0.1 0.0 0.0
O 0.7124 -0.7725 -0.6758 0.1 0.0 0.0
C 1.9700 -0.3549 -0.8697 0.3 0.3 0.2
O 2.5350 0.5083 -0.2522 -0.3 -0.4 -0.3
H -1.2853 3.1993 -0.8318 0.1 -0.2 0.1
H 0.6540 0.0540 1.2095 -0.1 0.0 -0.1
H -2.1487 -0.5955 0.6520 0.2 -0.1 0.0
H -1.0646 -1.4127 1.7985 0.0 0.1 -0.2
H -1.1344 -1.9451 0.1061 0.0 0.2 0.1
H 2.4118 -0.9396 -1.6896 0.0 0.1 0.1
```
Forces are in eV/Å.

Output
* ΔE to the lowest compared entry with this formula, charge and spin: 45.6 kcal per mole
* net charge: 0
* E_HOMO: -10.374 eV
* total energy: -344.52923 Ha
* SMILES string: C#C[C@@H](C)OC=O
* strongest force on any atom: 0.0114 hartree/bohr


Copy entry 4 word for word.
Here is one molecule with the formula C5H6O2 from the OMol25 dataset. Energies are from ωB97M-V with the def2-TZVPD basis set.

```
13
Properties=species:S:1:pos:R:3:forces:R:3
C -0.9290 2.2544 -0.4833 0.2 -0.5 0.1
C -0.5154 1.1903 -0.1027 -0.2 0.5 -0.1
C -0.0339 -0.1138 0.3747 -0.1 0.1 0.1
C -1.1719 -1.0722 0.7643 -0.1 0.0 0.0
O 0.7124 -0.7725 -0.6758 0.1 0.0 0.0
C 1.9700 -0.3549 -0.8697 0.3 0.3 0.2
O 2.5350 0.5083 -0.2522 -0.3 -0.4 -0.3
H -1.2853 3.1993 -0.8318 0.1 -0.2 0.1
H 0.6540 0.0540 1.2095 -0.1 0.0 -0.1
H -2.1487 -0.5955 0.6520 0.2 -0.1 0.0
H -1.0646 -1.4127 1.7985 0.0 0.1 -0.2
H -1.1344 -1.9451 0.1061 0.0 0.2 0.1
H 2.4118 -0.9396 -1.6896 0.0 0.1 0.1
```
Forces are in eV/Å.

Output
* ΔE to the lowest compared entry with this formula, charge and spin: 45.6 kcal per mole
* net charge: 0
* E_HOMO: -10.374 eV
* total energy: -344.52923 Ha
* SMILES string: C#C[C@@H](C)OC=O
* strongest force on any atom: 0.0114 hartree/bohr